# 1
Entry from the Open Molecules 2025 dataset: a structure of composition C22H16N5OPRhSSe2 (the ωB97M-V functional and the def2-TZVPD basis).

- Energy relative to the best compared isomer or geometry (same formula, charge and spin): 1.3 kcal per mole
- Net charge: +1
- E_LUMO: -4.82 eV
- DFT total energy: -186390.05834 eV

Each line ends with the natural charge from an NBO analysis.
Geometry (Å):
Rh: 1.41 -0.87 -0.20  0.6865
Se: 1.77 1.52 -0.19  -0.1714
P: -0.44 1.65 -0.22  1.0348
Se: -0.73 -0.34 0.66  -0.0023
C: -1.09 1.75 -1.89  -0.3696
C: -0.26 1.98 -2.98  -0.1991
C: -0.80 2.03 -4.26  -0.1864
C: -2.16 1.84 -4.44  -0.1612
C: -2.99 1.61 -3.34  -0.2012
C: -2.46 1.57 -2.07  -0.1978
C: -1.11 2.99 0.76  -0.3762
C: -1.57 4.14 0.12  -0.1912
C: -2.03 5.20 0.89  -0.1990
C: -2.04 5.10 2.27  -0.1531
C: -1.59 3.95 2.90  -0.2003
C: -1.11 2.89 2.15  -0.1956
H: 0.81 2.10 -2.84  0.2361
H: -0.16 2.19 -5.11  0.2344
H: -2.58 1.87 -5.43  0.2338
H: -4.06 1.47 -3.49  0.2338
H: -3.11 1.38 -1.22  0.2239
H: -1.57 4.21 -0.96  0.2354
H: -2.38 6.10 0.40  0.2355
H: -2.41 5.93 2.87  0.2335
H: -1.60 3.88 3.98  0.2329
H: -0.76 1.99 2.64  0.2316
O: 1.06 -0.89 -2.18  -0.4429
N: 0.99 -2.16 -1.94  -0.0666
C: 0.68 -3.00 -2.88  -0.0252
C: 0.40 -2.55 -4.21  0.2202
N: 0.16 -2.15 -5.26  -0.2027
C: 0.59 -4.38 -2.51  0.2370
N: 0.50 -5.48 -2.20  -0.2234
N: 2.93 0.41 2.71  -0.7851
C: 2.59 -0.89 2.68  0.3113
N: 1.95 -1.47 1.69  -0.5651
C: 1.70 -2.83 1.99  0.1855
C: 1.01 -3.74 1.20  -0.2732
C: 0.89 -5.05 1.62  -0.1673
C: 1.44 -5.46 2.84  -0.1993
C: 2.12 -4.57 3.64  -0.1925
C: 2.24 -3.26 3.21  -0.2416
S: 3.01 -1.92 4.01  0.4178
H: 2.54 1.05 2.04  0.4215
H: 3.39 0.78 3.53  0.4174
H: 0.57 -3.44 0.26  0.2185
H: 0.36 -5.76 1.00  0.2382
H: 1.33 -6.49 3.15  0.2342
H: 2.54 -4.88 4.59  0.2356

---

# 2
Entry from the Open Molecules 2025 dataset: a structure of composition C22H16N7O2PtSSe (the ωB97M-V functional and the def2-TZVPD basis).

- Energy relative to the best compared isomer or geometry (same formula, charge and spin): 0.0 kcal per mole
- Net charge: +1
- E_LUMO: -4.34 eV
- DFT total energy: -117023.77719 eV

Each line ends with the natural charge from an NBO analysis.
Geometry (Å):
Pt: -0.53 -0.67 -0.32  0.8815
O: -2.32 2.63 1.24  -0.5251
C: -1.77 1.77 0.61  0.6482
N: -1.46 0.49 1.00  -0.6793
C: -1.60 -0.02 2.27  0.6509
O: -1.92 0.57 3.28  -0.5423
C: -1.24 -1.49 2.31  0.1098
C: -1.44 -2.22 3.46  -0.1918
C: -1.08 -3.56 3.48  -0.1298
C: -0.54 -4.12 2.33  -0.2301
C: -0.38 -3.32 1.21  0.0813
N: -0.72 -2.04 1.19  -0.4261
C: -1.30 2.02 -0.81  0.1270
C: -1.47 3.26 -1.39  -0.1926
C: -0.92 3.51 -2.63  -0.1359
C: -0.19 2.51 -3.25  -0.2281
C: -0.07 1.28 -2.63  0.0614
N: -0.64 1.03 -1.45  -0.4319
H: -1.87 -1.72 4.32  0.2629
H: -1.23 -4.16 4.37  0.2399
H: -0.24 -5.15 2.30  0.2416
H: 0.04 -3.73 0.29  0.2129
H: -2.02 4.01 -0.83  0.2640
H: -1.04 4.47 -3.11  0.2395
H: 0.29 2.67 -4.21  0.2427
H: 0.50 0.48 -3.07  0.2151
Se: 3.67 -3.40 -0.98  1.0903
N: 3.21 -3.83 -2.61  -0.6026
C: 2.02 -3.29 -2.82  0.1179
C: 1.26 -3.40 -4.02  -0.1209
C: 0.06 -2.78 -4.05  -0.2729
C: -0.40 -2.04 -2.93  0.1194
N: 0.25 -1.89 -1.81  -0.4712
C: 1.48 -2.53 -1.72  0.2340
N: 2.21 -2.48 -0.63  -0.6182
H: 1.64 -3.96 -4.86  0.2511
H: -0.57 -2.83 -4.93  0.2485
H: -1.37 -1.54 -2.97  0.2289
S: 2.07 0.54 0.55  -0.3166
C: 1.53 1.92 1.35  0.0727
N: 1.10 1.82 2.64  -0.5076
C: 0.51 2.83 3.34  0.0835
C: 0.37 4.05 2.77  -0.2850
C: 0.86 4.24 1.46  -0.1043
C: 1.42 3.21 0.77  -0.2918
H: 1.20 0.91 3.06  0.4316
H: 0.16 2.59 4.33  0.2365
H: -0.11 4.85 3.32  0.2447
H: 0.77 5.21 1.00  0.2280
H: 1.78 3.33 -0.24  0.2384

---

Question: Which of these has the highest energy relative to the best compared isomer or geometry (same formula, charge and spin)?
Answer: C22H16N5OPRhSSe2

---

Question: What is the DFT total energy in the second record?
Answer: -117023.77719 eV